Arrangement i

Density functional theory data (ωB97M-V/def2-TZVPD) for a 2-piece molecular cluster, H2N2S overall.

Positions of all 5 atoms, in Å:
N 0.0663 -0.6165 -0.4915
N 0.0600 0.6751 0.0517
S -1.3784 -0.1876 0.2238
H 1.4550 -1.2820 0.9006
H -0.2029 1.4110 -0.6845

Results
HOMO energy (alpha / beta) (Eh): -0.3382 / -0.3425
Lowest unoccupied orbital energy (alpha / beta) (eV): -0.13 / -0.90
Total charge: 0
Kohn-Sham gap (alpha / beta) (eV): 9.07 / 8.42

Arrangement ii

Density functional theory data (ωB97M-V/def2-TZVPD) for one molecule with the formula H2N2S.

Positions of all 5 atoms, in Å:
N 0.1446 0.7041 -0.1107
N 0.1920 -0.7169 0.1036
S 1.7510 0.0099 -0.0337
H -0.0727 0.9313 0.8713
H 0.1633 -1.1558 -0.9385

Results
SMILES: [nH]1[nH]s1
HOMO energy (Eh): -0.3332
Lowest unoccupied orbital energy (eV): 0.32
Total charge: 0
Kohn-Sham gap (eV): 9.38

Short version: arrangement ii is the most stable of them.